A molecular structure, C30H31N13S2V. Source: the Open Molecules 2025 dataset; level of theory: ωB97M-V/def2-TZVPD.

Cartesian coordinates (Å):
V: 1.03034 0.50271 -0.24785
C: 1.50111 3.13324 5.76716
N: 0.75737 1.99617 5.16764
C: 0.65725 0.68787 5.67208
C: 0.04643 -0.05523 4.76453
N: -0.24013 0.75590 3.63759
C: 0.12146 2.05222 3.93313
S: -0.38426 3.45521 3.17255
C: -1.00696 0.34090 2.50502
C: -2.22486 -0.30759 2.84352
C: -3.29132 -0.24772 1.96122
C: -3.10557 0.33919 0.68869
C: -1.84833 0.89763 0.41435
N: -0.73041 0.76455 1.21944
H: 1.51758 2.95212 6.83784
H: 0.95503 4.05767 5.53941
H: 2.54646 3.18026 5.42433
H: 1.16069 0.42421 6.62421
H: -0.25987 -1.08997 4.83116
H: -2.33642 -0.69590 3.87354
H: -4.26143 -0.68678 2.21759
H: -3.87732 0.38200 -0.05359
H: -1.69299 1.43013 -0.54566
N: 4.58323 -0.42512 -2.29243
C: 3.56134 -0.90833 -1.57087
N: 2.59802 -0.02270 -1.55377
C: 3.03213 0.99524 -2.36795
N: 4.26450 0.80401 -2.81433
C: 2.22930 2.19527 -2.48886
C: 2.49852 3.34673 -3.17063
N: 1.77800 4.49048 -3.17251
C: 0.69669 4.41072 -2.36879
C: 0.30588 3.26520 -1.69490
N: 1.05675 2.14801 -1.71549
H: 5.44904 -0.85958 -2.53383
H: 3.50606 -1.87062 -1.08420
H: 3.42380 3.36980 -3.77801
H: 0.12261 5.34449 -2.28690
H: -0.62323 3.25682 -1.13226
N: -3.61348 -3.91680 -3.32011
C: -4.36434 -5.09616 -3.43665
C: -5.22005 -5.65421 -4.34879
C: -5.82817 -6.90411 -4.01145
C: -5.44875 -7.60431 -2.87560
C: -4.61548 -7.05063 -1.88586
C: -4.05358 -5.81876 -2.18939
N: -3.11952 -5.09835 -1.46419
C: -2.83936 -4.01201 -2.14010
C: -1.88992 -3.01682 -1.72689
C: -1.68942 -1.85108 -2.49821
C: -0.68492 -1.01494 -2.05915
N: -0.03890 -1.19763 -0.91419
C: -0.21884 -2.30326 -0.17076
C: -1.18264 -3.25326 -0.53016
H: -3.64187 -3.14754 -3.98146
H: -5.46911 -5.17018 -5.26415
H: -6.50869 -7.35581 -4.71625
H: -5.88025 -8.60106 -2.72157
H: -4.46470 -7.51986 -0.86780
H: -2.14501 -1.70169 -3.47697
H: -0.44482 -0.12072 -2.61802
H: 0.40248 -2.44425 0.71838
H: -1.40178 -4.18628 -0.00101
C: 2.83721 4.83391 0.55001
N: 2.28581 3.64962 1.21273
C: 2.97348 2.52665 1.22831
S: 2.25849 0.92894 1.48120
N: 4.29159 2.50386 1.09680
C: 5.13056 3.56602 1.66300
H: 2.07395 5.43675 0.06204
H: 3.55598 4.48214 -0.23256
H: 3.40905 5.53495 1.20587
H: 1.30809 3.65290 1.62650
H: 4.67587 1.56602 0.91319
H: 5.64463 4.13650 0.87362
H: 5.91053 3.16189 2.31923
H: 4.48940 4.25031 2.27826

ΔE to the lowest compared entry with this formula, charge and spin (eV): 1.786
Charge: +2
Orbital gap (spin up / spin down) (hartree): 0.2255 / 0.2222
Multiplicity: 4